Density functional theory data (wB97M-V/def2-TZVPD) for 10 unconnected molecules or ions with the total composition C31H88N6O13.

Element x y z (Å)
C: 0.30919 12.73463 24.32733
O: 1.17308 13.62518 25.01839
C: 1.96813 13.13270 26.15238
C: 3.19915 13.99883 26.33341
C: 4.12021 13.54775 27.51659
N: 2.78819 15.39665 26.63641
H: 0.75989 12.40903 23.38980
H: -0.65346 13.21355 24.14839
H: 0.26350 11.81041 24.90336
H: 1.35943 13.13540 27.05658
H: 2.29226 12.10035 26.02089
H: 3.79156 13.87597 25.42674
H: 3.81505 13.80375 28.53120
H: 5.11372 13.96495 27.35235
H: 4.24420 12.46493 27.50152
H: 1.92579 15.55985 26.13668
H: 2.54921 15.54176 27.60694
C: 19.09156 15.81190 30.72068
O: 19.48006 14.57149 30.27429
C: 20.75243 14.21541 30.89371
C: 21.96684 14.46237 29.91328
C: 22.07325 13.25166 28.87987
N: 23.21948 14.58651 30.51408
H: 18.91385 15.91611 31.79104
H: 18.11802 15.97111 30.25702
H: 19.79695 16.60437 30.47066
H: 20.92489 14.78430 31.80734
H: 20.69885 13.16227 31.16959
H: 21.67920 15.38514 29.40944
H: 21.97648 12.26701 29.33726
H: 22.95128 13.37886 28.24663
H: 21.18398 13.40411 28.26827
H: 23.88710 14.96930 29.85997
H: 23.11293 15.26826 31.25161
C: 8.24016 18.64632 38.23463
O: 8.84682 18.18350 37.04813
C: 7.96173 17.82250 36.06921
C: 8.54313 17.14588 34.82783
C: 7.47771 16.83194 33.82312
N: 9.31222 16.01470 35.13056
H: 7.94152 17.87835 38.94817
H: 7.23242 19.03120 38.07831
H: 8.86865 19.27582 38.86457
H: 7.26069 17.13518 36.54275
H: 7.56727 18.72918 35.61048
H: 9.29831 17.78405 34.36899
H: 6.54572 16.44462 34.23480
H: 7.83715 16.04142 33.16434
H: 7.34270 17.69074 33.16559
H: 9.81348 16.23719 35.97869
H: 8.90693 15.08967 35.11761
C: 16.35367 23.86657 29.56689
O: 16.03551 22.59369 30.02105
C: 14.62820 22.35028 29.91300
C: 14.44009 20.88729 30.27005
C: 14.67329 19.93289 29.07976
N: 13.12938 20.68845 30.80573
H: 15.86383 24.11089 28.62431
H: 17.42641 24.02716 29.45945
H: 15.92270 24.73076 30.07238
H: 14.10863 23.00126 30.61611
H: 14.39536 22.53684 28.86463
H: 15.19024 20.65408 31.02569
H: 14.24362 18.93330 29.14531
H: 15.72132 19.75852 28.83615
H: 14.25499 20.34496 28.16143
H: 13.26841 19.81600 31.29523
H: 12.78559 21.25292 31.56945
C: 8.19322 9.26077 21.00912
O: 8.52193 9.70004 22.32690
C: 7.72332 10.61741 22.99728
C: 8.49429 10.96476 24.33297
C: 10.03189 11.14778 24.24656
N: 8.25197 9.90801 25.35879
H: 7.40412 8.51356 21.09331
H: 9.06187 8.91325 20.44986
H: 7.59299 9.90211 20.36375
H: 7.59771 11.51897 22.39768
H: 6.73001 10.26337 23.27313
H: 8.08485 11.91107 24.68645
H: 10.17783 12.06303 23.67287
H: 10.57114 10.32034 23.78541
H: 10.51659 11.40294 25.18892
H: 7.29179 9.60514 25.43894
H: 8.82934 9.13022 25.07280
C: 15.88025 15.93336 36.31219
O: 16.87643 15.28526 37.18677
C: 17.57383 16.20135 37.97716
C: 18.41754 15.33821 39.01778
C: 17.51558 14.56957 39.94272
N: 19.34243 16.18724 39.79720
H: 14.98754 16.07289 36.92186
H: 15.47993 15.32169 35.50368
H: 16.09112 16.96899 36.04555
H: 18.18684 16.77635 37.28312
H: 16.91078 16.93100 38.44200
H: 19.04475 14.61738 38.49328
H: 18.04773 13.84485 40.55891
H: 16.73575 13.97847 39.46253
H: 16.99301 15.22008 40.64405
H: 19.58504 16.94743 39.17805
H: 18.71628 16.66433 40.42998
O: 12.82824 16.71186 24.33562
C: 12.22736 16.96612 23.08800
C: 13.25197 17.32760 21.99019
O: 13.33900 18.73474 21.91338
H: 13.45044 15.98208 24.29230
H: 11.62767 16.12288 22.74532
H: 11.57591 17.82645 23.24147
H: 12.80056 17.11467 21.02118
H: 14.21626 16.81942 21.98967
H: 14.12394 19.00149 22.39744
O: 12.33313 15.88506 31.20842
C: 12.58156 14.82983 30.25828
C: 11.55672 14.78302 29.08041
O: 10.22525 14.38320 29.40513
H: 11.59044 15.64464 31.76719
H: 13.59989 14.88262 29.87316
H: 12.53821 13.81272 30.64779
H: 11.87001 14.18402 28.22534
H: 11.61311 15.75717 28.59466
H: 9.70187 15.00427 28.89333
O: 10.76821 10.68702 29.63642
C: 9.88711 9.66479 30.22293
C: 9.38081 10.24384 31.55196
O: 8.33252 11.16298 31.27957
H: 10.20701 11.42772 29.39556
H: 9.01465 9.40515 29.62334
H: 10.38068 8.70916 30.39974
H: 10.19187 10.55308 32.21124
H: 8.85715 9.49901 32.15121
H: 8.68395 11.87390 30.73858
C: 5.88714 18.67681 28.07704
O: 6.28847 17.60408 27.24476
H: 5.51986 19.40387 27.35276
H: 5.16820 18.23451 28.76668
H: 6.72544 19.13439 28.60236
H: 5.50245 17.14289 26.94299

Forces on the atoms, in the same order (eV/Å):
1.1 -0.6 0.7
1.0 0.3 0.8
-0.7 -0.4 -0.7
-0.3 0.5 2.1
0.0 -0.5 -1.0
0.3 -0.1 -1.1
0.0 0.3 -0.3
0.0 -0.2 0.2
-0.8 -0.1 0.1
-0.2 0.2 0.1
-0.1 -0.2 -0.5
0.0 0.7 -0.2
-0.4 0.2 -0.2
0.0 0.1 0.1
0.0 -0.1 0.0
0.0 0.3 -0.3
0.2 -0.4 0.2
-1.3 1.1 -0.2
2.1 -1.2 0.9
0.6 -0.3 -1.0
-2.3 -2.1 -1.6
-1.4 2.0 0.3
1.2 0.4 2.0
0.1 -0.5 0.4
0.1 0.5 -0.1
0.1 0.2 -0.4
-0.2 0.2 0.1
0.0 0.0 0.0
-0.2 0.1 -0.6
0.4 0.2 0.2
0.0 -0.3 0.1
0.0 -0.4 -0.4
0.1 -0.1 -0.1
0.5 0.2 0.4
-1.0 -0.6 0.7
2.0 0.5 1.3
-1.0 0.0 -1.4
0.3 0.4 0.4
0.0 -0.1 -0.9
1.6 -1.6 0.7
0.5 -1.1 -0.1
0.2 1.0 -0.5
0.2 0.4 -0.8
-0.8 0.0 -0.4
-1.1 0.3 0.5
-0.4 0.9 -0.1
-0.1 0.4 0.2
0.2 -0.1 0.0
-0.6 0.0 0.2
0.2 -0.8 0.2
-0.3 0.3 0.3
-0.2 1.2 -1.0
-0.1 0.3 0.3
1.6 -0.6 -0.2
0.7 0.4 -0.3
0.1 0.2 -0.7
-1.2 -1.7 0.5
0.3 -0.7 -0.9
-0.1 -0.3 0.2
0.1 -0.2 1.4
-0.3 0.1 -0.1
-0.7 0.2 0.0
0.4 0.2 0.1
-0.2 0.1 0.6
0.2 0.3 0.4
-0.3 0.2 0.0
-0.8 -0.7 -0.1
0.6 1.0 -0.2
-1.6 -0.2 0.5
0.7 -0.7 -1.2
1.4 1.1 0.7
-0.4 -1.1 0.5
-0.7 0.8 -0.6
0.6 0.8 -0.3
0.4 -1.1 0.2
0.0 0.0 0.5
0.6 1.4 0.1
0.0 0.3 -0.2
-0.2 -0.3 0.0
-0.2 0.0 0.2
0.3 -0.1 -0.5
-0.2 0.0 -0.1
-0.5 -0.4 0.4
-0.1 0.0 -0.2
-0.2 -0.4 0.2
-0.6 -0.2 2.1
-1.6 0.1 -1.9
0.9 -1.1 0.2
-0.3 0.8 -0.8
-0.6 -0.6 0.7
-1.0 0.1 -0.3
-0.2 0.0 0.4
1.0 -0.2 -0.2
0.8 -0.2 -0.5
0.7 0.2 0.2
-0.2 -0.1 0.6
-0.2 0.1 -0.5
0.4 0.1 0.0
0.1 0.2 -0.5
0.0 0.3 0.0
0.7 0.2 -0.2
0.1 0.2 0.7
0.0 0.2 0.7
1.0 -0.5 -0.5
-1.9 0.5 -0.7
1.1 0.6 0.2
-0.1 -0.1 -0.2
-0.1 -0.2 0.1
0.1 -0.1 -0.2
-0.1 -0.6 0.0
0.0 -0.1 0.5
-0.1 0.3 0.1
0.5 -0.8 -0.9
-1.5 -0.8 -0.6
1.3 0.8 -0.6
0.4 0.5 0.3
-0.1 -0.2 0.0
-0.1 0.6 -0.1
-0.1 0.0 0.9
0.6 -0.8 0.4
-0.6 0.6 0.4
-0.5 -0.2 0.2
-0.6 -1.6 0.2
0.3 1.1 1.0
-1.0 -1.4 -0.3
0.4 0.6 0.3
0.0 0.1 -0.2
0.0 0.4 -0.4
0.8 0.4 -0.2
0.1 0.8 -0.3
0.1 -0.5 -0.2
0.0 0.3 0.0
-0.3 -0.4 -0.9
1.2 -0.8 -0.1
-0.7 0.6 0.8
-0.3 0.9 0.3
0.1 -0.4 0.0
-0.1 0.0 0.0

The energy comes out at -69122.1380 eV. The structure (SMILES) is COC[C@H](C)N.COC[C@H](C)N.COC[C@H](C)N.COC[C@H](C)N.COC[C@H](C)N.COC[C@H](C)N.OCCO.OCCO.OCCO.CO. The relative energy (zero: lowest compared OMol25 entry of this formula, charge and spin) comes out at 3.729 eV. As for the total charge: 0. The HOMO-LUMO gap comes out at 9.05 eV.

Atom charges from the Mulliken analysis, given in e for atoms 1 to 99: number 1, C, carries -0.68; number 2, O, carries -0.37; number 3, C, carries -0.75; number 4, C, carries 0.57; number 5, C, carries -1.44; number 6, N, carries -0.63; number 7, H, carries 0.25; number 8, H, carries 0.23; number 9, H, carries 0.32; number 10, H, carries 0.26; number 11, H, carries 0.45; number 12, H, carries 0.21; number 13, H, carries 0.37; number 14, H, carries 0.33; number 15, H, carries 0.36; number 16, H, carries 0.27; number 17, H, carries 0.25; number 18, C, carries -0.68; number 19, O, carries -0.31; number 20, C, carries -0.73; number 21, C, carries 0.49; number 22, C, carries -1.24; number 23, N, carries -0.70; number 24, H, carries 0.29; number 25, H, carries 0.24; number 26, H, carries 0.30; number 27, H, carries 0.38; number 28, H, carries 0.32; number 29, H, carries 0.15; number 30, H, carries 0.32; number 31, H, carries 0.35; number 32, H, carries 0.32; number 33, H, carries 0.27; number 34, H, carries 0.24; number 35, C, carries -0.82; number 36, O, carries -0.36; number 37, C, carries -0.79; number 38, C, carries 0.68; number 39, C, carries -1.46; number 40, N, carries -0.60; number 41, H, carries 0.33; number 42, H, carries 0.34; number 43, H, carries 0.28; number 44, H, carries 0.35; number 45, H, carries 0.29; number 46, H, carries 0.22; number 47, H, carries 0.36; number 48, H, carries 0.40; number 49, H, carries 0.38; number 50, H, carries 0.20; number 51, H, carries 0.20; number 52, C, carries -0.81; number 53, O, carries -0.31; number 54, C, carries -0.63; number 55, C, carries 0.68; number 56, C, carries -1.34; number 57, N, carries -0.80; number 58, H, carries 0.33; number 59, H, carries 0.27; number 60, H, carries 0.33; number 61, H, carries 0.30; number 62, H, carries 0.34; number 63, H, carries 0.20; number 64, H, carries 0.29; number 65, H, carries 0.33; number 66, H, carries 0.30; number 67, H, carries 0.25; number 68, H, carries 0.26; number 69, C, carries -0.83; number 70, O, carries -0.25; number 71, C, carries -0.66; number 72, C, carries 0.23; number 73, C, carries -1.29; number 74, N, carries -0.59; number 75, H, carries 0.32; number 76, H, carries 0.25; number 77, H, carries 0.33; number 78, H, carries 0.39; number 79, H, carries 0.35; number 80, H, carries 0.30; number 81, H, carries 0.32; number 82, H, carries 0.29; number 83, H, carries 0.38; number 84, H, carries 0.22; number 85, H, carries 0.26; number 86, C, carries -0.83; number 87, O, carries -0.35; number 88, C, carries -0.66; number 89, C, carries 0.42; number 90, C, carries -1.35; number 91, N, carries -0.73; number 92, H, carries 0.33; number 93, H, carries 0.28; number 94, H, carries 0.33; number 95, H, carries 0.38; number 96, H, carries 0.35; number 97, H, carries 0.24; number 98, H, carries 0.35; number 99, H, carries 0.33